# C28H38F6N3O5PS3Sn

A structure of composition C28H38F6N3O5PS3Sn in a non-equilibrium geometry (wB97M-V/def2-TZVPD, OMol25).

Atoms and positions in Å:
1 Sn -0.48 0.12 0.50
2 S -2.51 1.33 1.62
3 S 1.65 1.91 2.60
4 S 4.23 1.44 1.36
5 P 0.35 -2.41 -0.53
6 F 1.74 0.25 4.81
7 F 2.28 2.40 5.14
8 F 5.96 -0.55 1.54
9 F 3.91 -1.12 2.18
10 F 0.16 1.75 4.85
11 F 5.20 0.17 3.42
12 O 0.00 1.81 -0.67
13 O 3.78 1.15 0.04
14 O 5.33 2.33 1.59
15 O 1.02 0.73 1.86
16 O 0.94 3.12 2.38
17 N -3.93 2.34 -0.47
18 N 3.16 1.93 2.43
19 N -1.79 3.23 -0.09
20 C 0.77 -3.38 0.92
21 C 1.94 -0.94 -2.20
22 C -2.30 -3.17 -0.15
23 C 2.41 5.05 -1.41
24 C 3.19 -2.56 -0.85
25 C 0.28 4.20 -0.72
26 C 1.40 4.10 -1.51
27 C 1.14 -5.53 1.93
28 C 2.33 6.05 -0.44
29 C -6.20 2.24 0.58
30 C 0.89 -2.75 2.21
31 C 1.89 -2.39 -1.59
32 C -0.97 -4.71 -1.70
33 C 0.97 -3.58 3.33
34 C 0.09 5.39 0.06
35 C 1.45 1.53 4.50
36 C 1.00 -4.75 0.80
37 C 1.15 6.21 0.35
38 C -1.70 -2.59 -2.52
39 C -5.06 1.45 -0.17
40 C 1.98 -3.33 -2.78
41 C -1.21 -3.27 -1.27
42 C -0.59 3.01 -0.47
43 C 1.25 -4.94 3.20
44 C -4.21 3.44 -1.41
45 C 4.85 -0.17 2.18
46 C -4.32 2.87 -2.84
47 C -2.77 2.38 0.23
48 H 3.34 -3.64 -0.56
49 H -6.44 3.17 0.00
50 H -1.92 -3.53 0.79
51 H 1.02 7.07 1.01
52 H 1.62 -5.56 4.02
53 H 3.23 6.63 -0.28
54 H -7.11 1.69 0.64
55 H 1.15 -3.12 -3.47
56 H -3.21 -3.75 -0.43
57 H -1.54 -1.50 -2.58
58 H -4.39 3.66 -3.60
59 H -0.87 -5.41 -0.82
60 H -4.63 0.65 0.46
61 H -1.89 -5.09 -2.22
62 H -5.19 2.21 -2.87
63 H -5.45 1.03 -1.16
64 H 1.95 -4.41 -2.49
65 H -2.82 -2.82 -2.63
66 H 1.42 3.24 -2.20
67 H 3.21 5.20 -2.05
68 H 3.23 -1.96 0.08
69 H -0.82 5.50 0.64
70 H 0.91 -1.65 2.31
71 H 0.99 -3.12 4.31
72 H -5.21 3.84 -1.14
73 H -3.44 2.25 -3.09
74 H -2.61 -2.13 -0.01
75 H 1.09 -0.62 -2.82
76 H 2.96 -3.16 -3.24
77 H -5.84 2.50 1.58
78 H 1.16 -5.19 -0.20
79 H -0.10 -4.83 -2.39
80 H 2.07 -0.23 -1.39
81 H -1.21 -3.13 -3.29
82 H 2.93 -0.88 -2.73
83 H -3.48 4.28 -1.39
84 H 1.19 -6.65 1.88
85 H 4.04 -2.31 -1.52

Output
2S+1: 1
gap between HOMO and LUMO: 4.125 eV
net charge: +2
energy relative to the best compared isomer or geometry (same formula, charge and spin): 0.6171 eV
HOMO level: -13.61 eV
max |F|: 0.06089 Eh/bohr

=====

# C28H38N3O

The ion C28H38N3O with charge +1 in a non-equilibrium geometry (wB97M-V/def2-TZVPD, OMol25).

Atoms and positions in Å:
1 O -1.17 -2.37 3.53
2 N -0.06 -0.63 0.68
3 N -0.24 0.56 -3.85
4 N 0.74 -2.06 2.25
5 C -0.27 0.11 -0.45
6 C 3.26 -2.38 0.19
7 C 1.73 -2.35 0.02
8 C 2.37 -0.41 1.43
9 C 1.20 -1.34 1.06
10 C 1.59 -2.81 3.13
11 C 2.84 3.01 -5.04
12 C 0.45 1.33 -2.55
13 C -0.57 -1.85 2.59
14 C 0.64 0.33 -1.44
15 C 1.88 2.26 4.27
16 C -1.55 0.42 2.41
17 C 0.29 2.12 2.45
18 C 3.00 1.36 -2.79
19 C -1.14 -0.84 1.62
20 C -2.55 -0.38 -3.35
21 C -1.84 0.23 -5.66
22 C 1.39 2.74 3.05
23 C -1.75 0.63 -4.18
24 C -2.33 2.01 -3.98
25 C 3.64 -1.22 1.15
26 C 0.10 0.63 4.34
27 C 4.10 1.45 -3.66
28 C 1.72 2.85 -4.20
29 C 3.97 2.18 -4.85
30 C -0.35 1.06 3.09
31 C 1.25 1.19 4.90
32 C 1.77 1.89 -3.17
33 H 1.47 -2.04 -1.00
34 H 5.03 0.90 -3.40
35 H -3.62 -0.33 -3.65
36 H -0.11 2.47 1.50
37 H 2.31 -0.12 2.49
38 H -0.08 -0.46 -3.73
39 H 2.33 0.50 0.82
40 H -1.31 0.47 -0.58
41 H -1.82 2.74 -4.64
42 H -0.26 2.11 -2.24
43 H 1.84 3.59 2.55
44 H 1.59 -0.21 -1.43
45 H -2.22 -1.42 -3.58
46 H 4.77 2.11 -5.59
47 H 2.31 -3.38 2.54
48 H 1.28 -3.34 0.19
49 H 0.85 3.49 -4.34
50 H 1.64 0.79 5.83
51 H 0.96 -3.47 3.72
52 H -1.33 0.99 -6.25
53 H -1.35 -0.74 -5.81
54 H 2.13 -2.14 3.81
55 H 0.33 0.71 -4.75
56 H -2.26 0.07 3.18
57 H 4.44 -0.60 0.72
58 H -2.02 -1.27 1.10
59 H 3.13 0.82 -1.84
60 H -2.07 1.13 1.74
61 H -2.49 -0.19 -2.26
62 H 4.03 -1.65 2.09
63 H -3.39 1.97 -4.28
64 H -2.89 0.14 -5.98
65 H 2.79 2.70 4.70
66 H -2.30 2.37 -2.93
67 H 3.78 -2.26 -0.77
68 H 3.59 -3.35 0.61
69 H 2.84 3.77 -5.84
70 H -0.47 -0.14 4.87

Output
2S+1: 1
gap between HOMO and LUMO: 8.664 eV
net charge: +1
energy relative to the best compared isomer or geometry (same formula, charge and spin): 0.3760 eV
structure (SMILES): CN1C(=O)[C@@H](Cc2ccccc2)N(/C=C/[C@H]([NH2+]C(C)(C)C)c2ccccc2)C12CCCC2
HOMO level: -11.09 eV
max |F|: 0.03622 Eh/bohr

=====

# C28H38N4O5S

The molecule C28H38N4O5S in a non-equilibrium geometry (wB97M-V/def2-TZVPD, OMol25).

Atoms and positions in Å:
1 S 1.31 3.03 -1.62
2 O 4.40 -2.90 -1.49
3 O 1.03 4.22 -2.37
4 O 6.93 -2.02 -0.51
5 O 2.29 2.11 -2.12
6 O -0.47 -3.43 -1.00
7 N 1.83 3.52 -0.13
8 N -3.70 -0.06 -0.66
9 N -6.09 -1.42 0.05
10 N -1.32 -1.36 -0.95
11 C 4.59 -0.52 1.90
12 C 1.23 4.69 0.47
13 C 0.65 3.35 2.50
14 C 3.39 -0.99 1.42
15 C -1.31 0.03 -1.01
16 C 0.12 4.34 1.46
17 C 2.10 -2.26 -0.28
18 C -5.96 -0.70 -1.20
19 C -0.16 0.76 -1.26
20 C -3.80 -0.79 0.59
21 C 4.56 -2.12 -0.39
22 C 1.18 2.11 1.79
23 C -7.51 -2.95 1.36
24 C -0.22 2.13 -1.38
25 C -7.11 -2.45 -0.02
26 C 5.78 -1.65 0.13
27 C -4.79 -1.95 0.43
28 C 3.36 -1.78 0.27
29 C -2.59 2.08 -1.07
30 C 5.43 -3.09 -2.43
31 C 8.16 -1.52 -0.05
32 C 5.77 -0.85 1.26
33 C -4.99 0.47 -1.03
34 C -0.30 -2.26 -0.72
35 C -1.43 2.80 -1.31
36 C 2.27 2.51 0.80
37 C 0.90 -1.72 -0.06
38 C -2.55 0.70 -0.88
39 H 5.83 -2.13 -2.79
40 H 3.14 2.91 1.35
41 H -0.23 5.25 1.95
42 H 8.38 -1.85 0.97
43 H -7.99 -2.00 -0.49
44 H 0.79 0.27 -1.43
45 H -4.88 -2.47 1.38
46 H -6.73 -3.56 1.81
47 H 2.17 -3.09 -0.97
48 H 2.61 1.66 0.20
49 H 4.62 0.09 2.79
50 H -5.39 1.15 -0.27
51 H -6.94 -0.30 -1.48
52 H 1.60 1.41 2.52
53 H -8.41 -3.56 1.29
54 H 1.45 3.82 3.07
55 H -2.83 -1.17 0.90
56 H 0.36 1.62 1.26
57 H -6.79 -3.30 -0.65
58 H -1.45 3.87 -1.47
59 H 6.70 -0.47 1.66
60 H 8.91 -1.92 -0.72
61 H -7.71 -2.11 2.01
62 H 6.25 -3.69 -2.04
63 H -4.18 -0.13 1.38
64 H -3.53 2.61 -1.00
65 H 2.02 5.24 0.99
66 H 0.75 -0.87 0.58
67 H -5.60 -1.35 -2.02
68 H -0.15 3.08 3.20
69 H 0.86 5.30 -0.35
70 H 4.96 -3.61 -3.27
71 H -0.72 3.89 0.93
72 H 8.19 -0.42 -0.09
73 H 2.47 -0.77 1.93
74 H -4.89 1.00 -1.98
75 H -4.40 -2.66 -0.33
76 H -2.18 -1.79 -1.28

Output
2S+1: 1
gap between HOMO and LUMO: 8.324 eV
energy relative to the best compared isomer or geometry (same formula, charge and spin): 0.3344 eV
structure (SMILES): CCN1CCN(c2ccc(S(=O)(=O)N3CCCCC3)cc2NC(=O)/C=C/c2cccc(OC)c2OC)CC1
HOMO level: -8.15 eV
max |F|: 0.02097 Eh/bohr